Entry 1:
{"formula": "C22H35NO3", "method": "the ωB97M-V functional and the def2-TZVPD basis", "symbols": ["C", "C", "C", "C", "C", "C", "C", "C", "C", "C", "O", "N", "C", "C", "C", "C", "C", "O", "C", "C", "C", "C", "C", "C", "C", "O", "H", "H", "H", "H", "H", "H", "H", "H", "H", "H", "H", "H", "H", "H", "H", "H", "H", "H", "H", "H", "H", "H", "H", "H", "H", "H", "H", "H", "H", "H", "H", "H", "H", "H", "H"], "coordinates": [[-2.388, -2.636, -2.395], [-2.421, -2.134, -0.946], [-3.079, -3.244, -0.085], [-3.274, -0.852, -0.952], [-1.023, -1.779, -0.431], [0.072, -1.835, -1.280], [1.328, -1.413, -0.881], [2.482, -1.422, -1.851], [2.089, -0.862, -3.228], [1.094, 0.284, -3.115], [0.020, 0.284, -3.682], [1.532, 1.325, -2.375], [0.667, 2.411, -1.986], [0.409, 2.369, -0.470], [-0.435, 3.554, 0.007], [0.629, 4.582, 0.385], [1.751, 3.688, 0.911], [1.654, 2.455, 0.219], [1.498, -0.951, 0.413], [0.453, -0.916, 1.324], [0.668, -0.440, 2.757], [0.356, -1.592, 3.721], [2.111, 0.011, 3.010], [-0.241, 0.760, 3.056], [-0.814, -1.335, 0.884], [-1.844, -1.294, 1.785], [-1.811, -3.554, -2.479], [-1.973, -1.884, -3.061], [-3.405, -2.843, -2.723], [-3.853, -2.859, 0.580], [-2.336, -3.779, 0.503], [-3.566, -3.973, -0.729], [-4.289, -1.079, -1.273], [-3.324, -0.368, 0.021], [-2.843, -0.141, -1.654], [-0.046, -2.198, -2.284], [3.304, -0.841, -1.428], [2.847, -2.446, -1.981], [1.622, -1.634, -3.840], [2.977, -0.510, -3.756], [2.356, 1.218, -1.804], [1.137, 3.363, -2.256], [-0.269, 2.293, -2.536], [-0.041, 1.400, -0.223], [-1.018, 3.271, 0.885], [-1.113, 3.907, -0.767], [0.960, 5.132, -0.496], [0.287, 5.293, 1.134], [1.628, 3.504, 1.988], [2.748, 4.104, 0.742], [2.477, -0.612, 0.706], [0.982, -2.453, 3.493], [-0.685, -1.888, 3.644], [0.551, -1.284, 4.747], [2.384, 0.829, 2.347], [2.811, -0.810, 2.878], [2.199, 0.362, 4.037], [0.000, 1.578, 2.383], [-1.286, 0.499, 2.934], [-0.087, 1.095, 4.080], [-2.617, -1.711, 1.393]], "orbital_gap_ev": 8.86, "smiles": "CC(C)(C)c1cc(CCC(=O)NC[C@@H]2CCCO2)cc(C(C)(C)C)c1O", "e_homo_ev": -8.1153, "lumo_ev": 0.75}


Entry 2:
{"formula": "C38H42FeN2OP", "method": "the ωB97M-V functional and the def2-TZVPD basis", "symbols": ["C", "C", "C", "C", "C", "C", "N", "P", "H", "N", "C", "C", "C", "C", "C", "C", "C", "C", "C", "C", "C", "C", "C", "C", "H", "H", "H", "H", "H", "H", "H", "H", "H", "H", "H", "H", "H", "H", "H", "H", "H", "H", "H", "H", "H", "H", "H", "H", "C", "O", "C", "C", "C", "C", "C", "C", "C", "C", "C", "C", "Fe", "C", "C", "C", "C", "C", "C", "C", "H", "H", "H", "H", "H", "H", "H", "H", "H", "H", "H", "H", "H", "H", "H", "H", "H"], "coordinates": [[-5.344, -1.099, -5.404], [-4.133, -0.897, -4.539], [-3.142, 0.000, -4.940], [-1.939, 0.133, -4.244], [-0.901, 1.063, -4.789], [-1.732, -0.621, -3.076], [-0.441, -0.614, -2.414], [0.119, 0.479, -1.197], [-0.247, -0.155, 0.333], [1.783, 0.069, -1.613], [2.938, 0.937, -1.535], [4.127, 0.467, -0.948], [4.262, -0.949, -0.491], [5.212, 1.343, -0.810], [5.212, 2.609, -1.400], [6.427, 3.487, -1.281], [4.064, 3.009, -2.101], [2.949, 2.173, -2.209], [1.826, 2.565, -3.121], [1.817, -0.969, -2.538], [0.599, -1.328, -2.993], [-2.741, -1.495, -2.632], [-2.480, -2.313, -1.412], [-3.943, -1.606, -3.343], [-6.014, -1.840, -4.954], [-5.898, -0.161, -5.547], [-5.067, -1.451, -6.408], [-3.302, 0.607, -5.834], [0.037, 0.555, -5.058], [-1.288, 1.516, -5.712], [-0.670, 1.891, -4.107], [4.866, -0.974, 0.425], [3.295, -1.418, -0.281], [4.785, -1.576, -1.234], [6.092, 1.018, -0.251], [6.511, 4.186, -2.118], [6.412, 4.085, -0.360], [7.337, 2.874, -1.257], [4.051, 3.982, -2.592], [2.088, 3.510, -3.616], [1.661, 1.826, -3.920], [0.878, 2.723, -2.590], [2.766, -1.361, -2.880], [0.397, -2.047, -3.774], [-3.376, -2.891, -1.162], [-1.642, -3.012, -1.530], [-2.254, -1.661, -0.565], [-4.740, -2.263, -2.973], [-6.965, -0.534, 4.183], [-6.279, -1.433, 3.279], [-4.969, -1.190, 2.998], [-4.348, -2.013, 2.026], [-3.014, -1.843, 1.734], [-2.211, -0.846, 2.358], [-0.779, -0.848, 2.189], [0.041, -0.496, 3.360], [0.702, -1.453, 4.267], [1.149, -0.734, 5.446], [0.839, 0.674, 5.253], [0.193, 0.822, 3.978], [1.953, -0.030, 3.784], [2.595, 0.335, 1.979], [3.206, -0.873, 2.522], [3.889, -0.506, 3.741], [3.699, 0.910, 3.963], [2.908, 1.436, 2.869], [-2.901, 0.059, 3.224], [-4.214, -0.150, 3.604], [-8.000, -0.868, 4.152], [-6.560, -0.608, 5.206], [-6.883, 0.510, 3.846], [-4.950, -2.763, 1.524], [-2.557, -2.554, 1.051], [-0.366, -1.672, 1.603], [0.682, -2.530, 4.114], [1.588, -1.161, 6.348], [1.008, 1.471, 5.972], [-0.248, 1.720, 3.561], [2.086, 0.400, 1.025], [3.236, -1.853, 2.049], [4.512, -1.175, 4.336], [4.160, 1.488, 4.762], [2.643, 2.481, 2.716], [-2.377, 0.918, 3.629], [-4.682, 0.500, 4.343]], "spin_multiplicity": 5, "orbital_gap_ev": [3.50, 5.15], "e_homo_ev": [-1.1056, -2.7530], "charge": -1, "lumo_ev": [2.40, 2.39]}


Entry 3:
{"formula": "C12H40O8", "method": "the ωB97M-V functional and the def2-TZVPD basis", "symbols": ["C", "C", "O", "H", "H", "H", "H", "H", "H", "C", "C", "O", "H", "H", "H", "H", "H", "H", "C", "C", "O", "H", "H", "H", "H", "H", "H", "C", "C", "O", "H", "H", "H", "H", "H", "H", "C", "C", "O", "H", "H", "H", "H", "H", "H", "C", "C", "O", "H", "H", "H", "H", "H", "H", "O", "H", "H", "O", "H", "H"], "coordinates": [[-4.380, 1.201, -0.904], [-3.726, 1.341, 0.472], [-3.285, 2.687, 0.690], [-4.793, 0.196, -1.031], [-3.631, 1.274, -1.693], [-5.171, 1.945, -0.970], [-2.834, 0.720, 0.544], [-4.438, 1.031, 1.240], [-4.020, 3.298, 0.775], [2.481, 1.540, -1.968], [3.058, 0.231, -2.463], [2.476, -0.860, -1.763], [1.479, 1.691, -2.373], [3.147, 2.342, -2.281], [2.402, 1.555, -0.881], [4.153, 0.202, -2.355], [2.974, 0.103, -3.549], [2.449, -1.685, -2.261], [3.036, -0.556, 1.923], [3.727, -1.854, 1.553], [4.226, -1.794, 0.213], [2.638, -0.584, 2.943], [2.188, -0.349, 1.265], [3.728, 0.285, 1.871], [3.092, -2.740, 1.647], [4.628, -1.994, 2.154], [3.598, -1.339, -0.376], [-1.828, -1.975, 2.605], [-0.454, -2.444, 2.159], [-0.505, -2.913, 0.819], [-2.570, -2.720, 2.323], [-2.096, -1.034, 2.117], [-1.852, -1.780, 3.681], [-0.068, -3.240, 2.799], [0.290, -1.642, 2.247], [-0.490, -2.122, 0.251], [-0.236, 1.474, 3.230], [0.836, 2.489, 2.888], [0.356, 3.434, 1.937], [0.150, 0.725, 3.934], [-0.581, 0.940, 2.343], [-1.080, 1.913, 3.764], [1.746, 1.987, 2.547], [1.097, 3.056, 3.782], [0.187, 2.943, 1.117], [-1.461, -0.779, -3.449], [-0.919, -2.201, -3.472], [0.191, -2.307, -4.356], [-0.702, -0.093, -3.060], [-2.253, -0.635, -2.707], [-1.755, -0.383, -4.422], [-1.699, -2.890, -3.820], [-0.586, -2.495, -2.480], [-0.046, -2.117, -5.264], [-0.763, 2.241, -0.458], [-0.601, 2.869, -1.171], [-1.667, 2.446, -0.133], [-0.142, -0.527, -0.595], [-0.448, 0.397, -0.591], [0.745, -0.506, -0.987]], "orbital_gap_ev": 9.89, "smiles": "CCO.CCO.CCO.CCO.CCO.CCO.O.O", "e_homo_ev": -9.5659, "lumo_ev": 0.33}


Summary of relative energy (zero: lowest compared OMol25 entry of this formula, charge and spin) in kcal per mole
0.0, 0.0, 29.4
(order as listed above)